{"formula": "C2H5N3O", "method": "ωB97M-V with the def2-TZVPD basis set", "e_lumo_ev": 0.29, "gap_ev": 8.92, "e_above_lowest_ev": 4.621, "energy_ha": -318.58065, "species": ["O", "N", "N", "N", "C", "C", "H", "H", "H", "H", "H"], "positions_angstrom": [[1.987, -0.741, 0.447], [0.814, 1.411, -0.183], [-1.548, -0.750, -0.035], [-1.905, 0.499, 0.260], [1.039, -0.066, -0.150], [-0.228, -0.928, -0.443], [-1.026, 1.378, 0.544], [1.708, 1.957, -0.216], [-2.845, 0.475, 0.639], [0.149, 1.982, -0.591], [-0.273, -2.011, -0.685]]}

***

{"formula": "C43H83AgGeN7OP2S", "method": "ωB97M-V with the def2-TZVPD basis set", "e_lumo_ev": -2.69, "gap_ev": 7.57, "charge": 1, "e_above_lowest_ev": 0.916, "energy_ha": -5451.35896, "species": ["Ag", "Ge", "S", "P", "P", "O", "N", "N", "N", "N", "N", "N", "N", "C", "C", "C", "C", "C", "C", "C", "C", "C", "C", "C", "C", "C", "C", "C", "C", "C", "C", "C", "C", "C", "C", "C", "C", "C", "C", "C", "C", "C", "C", "C", "C", "C", "C", "C", "C", "C", "C", "C", "C", "C", "C", "C", "H", "H", "H", "H", "H", "H", "H", "H", "H", "H", "H", "H", "H", "H", "H", "H", "H", "H", "H", "H", "H", "H", "H", "H", "H", "H", "H", "H", "H", "H", "H", "H", "H", "H", "H", "H", "H", "H", "H", "H", "H", "H", "H", "H", "H", "H", "H", "H", "H", "H", "H", "H", "H", "H", "H", "H", "H", "H", "H", "H", "H", "H", "H", "H", "H", "H", "H", "H", "H", "H", "H", "H", "H", "H", "H", "H", "H", "H", "H", "H", "H", "H", "H"], "positions_angstrom": [[-0.091, 0.055, 0.938], [-1.629, 3.885, 0.161], [-0.590, -2.711, 0.219], [2.664, 0.271, 0.766], [-0.901, -0.162, 3.423], [-2.395, 2.170, 0.497], [-0.936, 0.271, -1.296], [-1.494, -0.226, -3.660], [-2.347, -2.958, -1.768], [-3.287, 1.894, -0.441], [-0.226, -3.549, -2.308], [-5.694, 0.257, -2.116], [-4.187, -0.552, 1.944], [-0.401, -0.605, -4.560], [-1.691, -1.829, 3.433], [-4.991, 0.558, -1.258], [-3.457, -2.420, -0.980], [2.317, -0.078, -1.926], [3.467, 2.014, -1.308], [1.010, -6.544, -2.483], [4.654, 2.136, 1.646], [-0.723, 4.037, -3.202], [-4.062, 0.905, -0.197], [1.140, -3.997, -2.029], [1.815, 7.051, 0.042], [-4.137, -5.523, -1.489], [3.169, -2.490, 0.904], [1.243, -5.415, -1.474], [-0.461, 3.264, -4.491], [4.983, -1.091, 1.923], [-1.211, 0.059, -2.400], [-0.455, -6.800, -2.845], [-3.218, 0.673, 4.920], [2.455, 2.409, 2.538], [2.763, -1.258, 3.010], [-1.078, -3.091, -1.357], [1.103, 5.786, -0.425], [2.882, 3.511, 3.273], [-5.058, -4.442, -0.921], [-2.220, 1.050, 3.827], [-4.083, 0.088, 0.996], [-2.182, 3.943, -2.757], [1.107, 4.688, 0.639], [3.373, 0.517, -0.982], [0.028, -0.211, 5.016], [0.242, 3.474, 0.280], [-4.790, -3.018, -1.413], [-2.481, 4.619, -1.409], [5.085, 3.238, 2.366], [-1.922, -2.539, 4.769], [3.481, -1.190, 1.652], [4.198, 3.932, 3.182], [3.325, 1.703, 1.713], [-2.767, 0.190, -4.254], [0.761, 1.054, 5.452], [4.720, -0.139, -1.284], [2.134, 4.347, 0.800], [2.097, -2.610, 0.735], [-0.452, 5.088, -3.339], [4.536, 4.793, 3.746], [-2.478, 2.893, -2.710], [2.700, -0.063, -2.954], [1.399, 0.506, -1.888], [-2.420, -3.493, 4.584], [0.120, 1.939, 5.412], [-3.922, 1.492, 5.080], [-4.472, -6.515, -1.179], [2.930, -0.360, 3.609], [4.981, 0.075, -2.326], [6.117, 3.558, 2.294], [-4.136, -5.507, -2.584], [-4.989, -4.449, 0.171], [0.417, -1.025, -3.980], [0.728, -1.046, 4.961], [-2.807, 4.414, -3.522], [-2.732, 0.474, 5.877], [4.697, -1.220, -1.170], [2.597, 2.568, -0.947], [4.354, 2.483, -0.889], [-1.695, 1.975, 4.085], [-2.741, 1.262, 2.898], [1.420, -7.463, -2.060], [5.524, 0.258, -0.665], [-5.573, -2.363, -1.027], [-0.661, 2.197, -4.342], [1.687, -1.393, 2.877], [-4.870, -2.977, -2.508], [-0.657, -3.952, -3.126], [1.639, 1.240, 4.844], [-2.570, -3.231, -2.713], [2.250, -5.519, -1.059], [-0.894, -5.994, -3.440], [3.685, -2.555, -0.055], [-1.066, -6.921, -1.947], [5.366, 1.607, 1.025], [0.303, 2.706, 1.053], [-3.153, -0.622, -4.870], [-0.042, 0.253, -5.131], [0.068, 6.037, -0.693], [2.058, -1.110, -1.663], [-2.096, 4.610, 1.441], [-2.557, -1.966, 5.445], [-3.798, -0.204, 4.635], [-0.715, -0.476, 5.768], [5.578, -1.075, 1.012], [3.505, -3.337, 1.512], [1.826, 7.816, -0.735], [0.546, -5.507, -0.636], [1.427, 2.078, 2.612], [3.145, -2.117, 3.571], [-1.069, -2.457, 2.795], [0.574, 3.366, -4.821], [-0.986, -2.757, 5.284], [1.098, 0.948, 6.485], [-2.634, -1.711, 2.897], [1.558, -3.299, -1.311], [3.510, 2.128, -2.396], [1.706, -3.909, -2.960], [0.771, 5.114, 1.591], [-2.635, 1.075, -4.880], [2.184, 4.040, 3.913], [-3.478, -1.334, -1.107], [-2.182, 5.673, -1.445], [-3.490, 0.410, -3.472], [-0.769, -1.360, -5.255], [1.322, 7.473, 0.921], [5.280, -1.982, 2.486], [-1.106, 3.616, -5.300], [-3.548, 4.603, -1.182], [-3.108, -5.405, -1.143], [-6.091, -4.692, -1.172], [1.574, 5.406, -1.337], [2.852, 6.835, 0.314], [-0.553, -7.710, -3.440], [0.576, 3.013, -0.651], [-0.075, 3.646, -2.416], [-3.260, -2.621, 0.071], [5.239, -0.225, 2.531], [1.586, -6.342, -3.392]]}

***

{"formula": "C19H13Cl3MnN4OS", "method": "ωB97M-V with the def2-TZVPD basis set", "e_lumo_ev": [-5.22, -4.55], "gap_ev": [5.81, 6.54], "charge": 1, "s_squared": 6.109, "multiplicity": 5, "energy_ha": -3955.71011, "species": ["Mn", "Cl", "Cl", "Cl", "S", "O", "N", "N", "N", "N", "C", "C", "C", "C", "C", "C", "C", "C", "C", "C", "C", "C", "C", "C", "C", "C", "C", "C", "C", "H", "H", "H", "H", "H", "H", "H", "H", "H", "H", "H", "H", "H"], "positions_angstrom": [[-0.153, 0.667, 0.037], [-2.806, 3.213, -6.060], [0.177, 0.442, -2.507], [-2.968, 4.432, -0.814], [2.043, 1.035, 0.310], [-1.002, 2.243, -0.567], [-0.041, 0.042, 1.942], [3.217, 0.931, 2.677], [-1.905, -0.391, 0.197], [1.054, 0.240, 2.732], [-1.115, 0.192, 4.857], [2.063, 0.705, 2.046], [-2.802, -0.577, -0.769], [-1.783, -2.411, 5.579], [-1.417, 2.467, -1.803], [-3.489, -1.085, 1.829], [-1.285, -0.784, 3.879], [-1.364, 1.910, -4.194], [-4.081, -1.035, -0.494], [-2.766, 3.701, -3.402], [-1.624, -2.086, 4.241], [-2.274, 2.921, -4.441], [-0.968, 1.710, -2.884], [-4.428, -1.277, 0.822], [-1.123, -0.445, 2.453], [-2.225, -0.656, 1.481], [-2.345, 3.473, -2.106], [-1.627, -1.433, 6.551], [-1.298, -0.133, 6.189], [-4.784, -1.179, -1.301], [-5.425, -1.614, 1.072], [3.289, 0.728, 3.660], [-3.480, 4.487, -3.603], [-0.975, 1.301, -4.998], [-0.844, 1.200, 4.571], [-1.761, -1.686, 7.594], [4.003, 1.324, 2.192], [-1.179, 0.628, 6.949], [-2.492, -0.342, -1.779], [-3.729, -1.263, 2.867], [-2.029, -3.426, 5.861], [-1.741, -2.849, 3.480]]}